(one)
CH4Cl2OP | ωB97M-V with the def2-TZVPD basis set

Element x y z (Å)
C 0.479 0.446 0.766
O -1.726 -1.981 -1.630
P -1.531 -1.875 0.054
Cl -3.377 -2.035 0.617
Cl -0.630 -3.629 0.512
H 1.088 0.415 -0.149
H 0.768 -0.215 1.475
H -0.071 1.270 1.019
H -1.013 -2.112 -2.292

orbital gap (alpha / beta)	6.3787 / 7.8645	eV
net charge	+1
molecular weight	133.9	g/mol
LUMO energy (alpha / beta)	-8.261 / -7.084	eV
E_HOMO (alpha / beta)	-0.5380 / -0.5493	hartree

These are the natural (NBO) partial charges, in e, on atoms 1 to 6: atom 1 (C): -0.075, atom 2 (O): -0.976, atom 3 (P): 1.188, atom 4 (Cl): -0.099, atom 5 (Cl): -0.172, atom 6 (H): 0.212

(two)
CH4Cl2OP | ωB97M-V with the def2-TZVPD basis set

Element x y z (Å)
C -2.041 -0.100 0.453
O -0.884 2.205 -0.717
P -0.619 0.946 -0.133
Cl 4.597 -0.921 -0.102
Cl 1.184 0.250 0.076
H -1.981 -0.956 -0.186
H -3.138 0.297 0.183
H -1.962 -0.276 1.603
H 4.844 -1.445 -1.177

orbital gap	8.1914	eV
net charge	+1
molecular weight	133.9	g/mol
LUMO energy	-6.644	eV
E_HOMO	-0.5452	hartree

These are the natural (NBO) partial charges, in e, on atoms 1 to 6: atom 1 (C): -1.007, atom 2 (O): -0.833, atom 3 (P): 1.896, atom 4 (Cl): -0.258, atom 5 (Cl): -0.026, atom 6 (H): 0.291

Winner for stability: (two)

(one)
ClFN2O3 | ωB97M-V with the def2-TZVPD basis set

Element x y z (Å)
N -1.317 -1.381 0.296
N 0.109 1.227 -0.219
O -0.547 0.636 -0.950
O 1.131 1.757 -0.193
O -0.445 -2.027 -0.043
F -0.394 0.991 1.143
Cl 1.465 -1.204 -0.035

orbital gap (alpha / beta)	8.9947 / 8.2067	eV
molecular weight	130.5	g/mol
LUMO energy (alpha / beta)	-1.558 / -1.923	eV
E_HOMO (alpha / beta)	-0.3878 / -0.3723	hartree

These are the natural (NBO) partial charges, in e, on atoms 1 to 6: atom 1 (N): 0.366, atom 2 (N): 0.824, atom 3 (O): -0.274, atom 4 (O): -0.222, atom 5 (O): -0.045, atom 6 (F): -0.318

(two)
ClFN2O3 | ωB97M-V with the def2-TZVPD basis set

Element x y z (Å)
N 1.914 0.356 -0.199
N -2.046 -1.687 0.054
O 3.020 0.248 0.070
O 1.220 0.374 -1.109
O -1.845 -0.586 0.167
F 1.073 0.524 1.091
Cl -3.335 0.771 -0.074

orbital gap (alpha / beta)	8.9911 / 8.4191	eV
molecular weight	130.5	g/mol
LUMO energy (alpha / beta)	-1.337 / -1.604	eV
E_HOMO (alpha / beta)	-0.3795 / -0.3683	hartree

These are the natural (NBO) partial charges, in e, on atoms 1 to 6: atom 1 (N): 0.814, atom 2 (N): 0.315, atom 3 (O): -0.220, atom 4 (O): -0.230, atom 5 (O): -0.037, atom 6 (F): -0.364

Winner for stability: (two)

(one)
C4H10NS2 | ωB97M-V with the def2-TZVPD basis set

Element x y z (Å)
C 0.678 0.612 -0.782
C 1.905 -0.968 0.624
C 2.953 0.944 -0.461
C -3.826 -0.064 0.702
N 1.760 0.183 -0.323
S -0.593 1.119 -1.453
S -3.397 -0.141 -1.098
H 2.073 -0.462 1.594
H 2.685 -1.647 0.457
H 0.830 -1.399 0.736
H 3.059 1.865 0.198
H 2.986 1.267 -1.482
H 3.776 0.262 -0.392
H -3.166 -0.707 1.311
H -4.788 -0.417 0.970
H -3.710 0.940 0.871
H -3.224 -1.387 -1.472

orbital gap (alpha / beta)	7.5182 / 7.5175	eV
net charge	+1
molecular weight	136.3	g/mol
LUMO energy (alpha / beta)	-5.029 / -5.029	eV
E_HOMO (alpha / beta)	-0.4611 / -0.4611	hartree

These are the natural (NBO) partial charges, in e, on atoms 1 to 6: atom 1 (C): 0.159, atom 2 (C): -0.401, atom 3 (C): -0.422, atom 4 (C): -0.681, atom 5 (N): -0.383, atom 6 (S): 0.524

(two)
C4H10NS2 | ωB97M-V with the def2-TZVPD basis set

Element x y z (Å)
C 0.622 0.021 0.133
C 2.898 1.112 -0.135
C -2.933 -0.685 0.168
C 1.869 0.148 -0.642
N -3.377 0.417 0.728
S -0.891 -0.343 -0.910
S 1.722 -1.447 0.306
H 2.834 1.222 0.945
H 2.696 2.084 -0.584
H 3.906 0.813 -0.417
H -3.362 -0.975 -0.779
H -2.580 -1.473 0.816
H 1.919 -0.038 -1.713
H -3.076 0.684 1.655
H -3.805 1.141 0.167
H -0.720 -1.637 -1.202
H 2.278 -1.044 1.465

orbital gap	8.3717	eV
net charge	+1
molecular weight	136.3	g/mol
LUMO energy	-3.670	eV
E_HOMO	-0.4425	hartree

These are the natural (NBO) partial charges, in e, on atoms 1 to 6: atom 1 (C): -0.505, atom 2 (C): -0.629, atom 3 (C): -0.001, atom 4 (C): -0.264, atom 5 (N): -0.705, atom 6 (S): 0.159

(three)
C4H10NS2 | ωB97M-V with the def2-TZVPD basis set

Element x y z (Å)
C -0.927 0.738 1.287
C 0.043 0.553 0.136
N 1.443 0.843 0.583
C 0.018 -0.888 -0.406
S 1.500 -1.160 -1.502
C -1.225 -1.203 -1.164
S -2.145 -2.485 -0.846
H -0.702 0.055 2.103
H -0.902 1.759 1.660
H -1.940 0.531 0.954
H -0.191 1.247 -0.677
H 2.056 0.367 -0.139
H 1.620 0.422 1.503
H 1.643 1.847 0.638
H 0.145 -1.610 0.405
H 1.032 -0.493 -2.558
H -1.467 -0.523 -1.977

structure (SMILES)	C[C@@H]([NH3+])[C@H](S)C=S
orbital gap	8.3129	eV
net charge	+1
molecular weight	136.3	g/mol
LUMO energy	-4.196	eV
E_HOMO	-0.4597	hartree

These are the natural (NBO) partial charges, in e, on atoms 1 to 6: atom 1 (C): -0.637, atom 2 (C): -0.058, atom 3 (N): -0.708, atom 4 (C): -0.407, atom 5 (S): 0.028, atom 6 (C): -0.339

Winner for stability: (three)

(one)
C7H12N2O | ωB97M-V with the def2-TZVPD basis set

Element x y z (Å)
C 1.384 -1.357 0.836
C 0.630 -0.039 0.622
C -0.248 0.389 1.798
C 1.691 1.134 0.537
C -0.173 -0.036 -0.637
N 0.257 -0.257 -1.845
N -0.627 -0.251 -2.865
C -1.814 -0.104 -2.275
C -1.825 0.080 -0.920
O -2.884 0.221 -0.087
H 1.761 -1.400 1.797
H 0.535 -2.176 0.767
H 2.086 -1.436 0.046
H 0.396 0.326 2.705
H -0.697 1.431 1.717
H -0.992 -0.483 1.837
H 2.212 1.001 -0.401
H 1.085 1.984 0.675
H 2.380 1.057 1.394
H 1.244 -0.105 -2.159
H -2.672 0.017 -2.922
H -3.728 0.003 -0.621

structure (SMILES)	CC(C)(C)c1[nH]ncc1O
orbital gap	8.3706	eV
molecular weight	140.2	g/mol
LUMO energy	0.721	eV
E_HOMO	-0.2811	hartree

These are the natural (NBO) partial charges, in e, on atoms 1 to 6: atom 1 (C): -0.587, atom 2 (C): -0.095, atom 3 (C): -0.606, atom 4 (C): -0.591, atom 5 (C): 0.140, atom 6 (N): -0.327

(two)
C7H12N2O | ωB97M-V with the def2-TZVPD basis set

Element x y z (Å)
N -0.873 0.164 3.307
C -0.438 -0.217 2.295
C -0.291 -0.608 0.865
N -0.338 -2.043 0.658
C 0.961 0.022 0.255
C 1.019 0.061 -1.302
C 1.299 1.564 -1.223
C 0.144 2.252 -0.569
C 1.144 1.537 0.294
H -1.158 -0.157 0.358
H 0.561 -2.488 0.826
H -0.942 -2.563 1.288
H 1.844 -0.485 0.670
H 1.849 -0.530 -1.706
H 0.090 -0.203 -1.830
H 2.044 2.100 -1.810
H 0.209 3.340 -0.525
H -0.872 1.867 -0.699
H 1.725 2.068 1.049
O -2.887 -2.189 -0.763
H -1.952 -2.263 -0.481
H -3.139 -1.230 -0.955

structure (SMILES)	N#C[C@H](N)[C@H]1C[C@H]2C[C@H]21.O
orbital gap	10.8882	eV
molecular weight	140.2	g/mol
LUMO energy	0.628	eV
E_HOMO	-0.3771	hartree

These are the natural (NBO) partial charges, in e, on atoms 1 to 6: atom 1 (N): -0.308, atom 2 (C): 0.253, atom 3 (C): -0.146, atom 4 (N): -0.838, atom 5 (C): -0.201, atom 6 (C): -0.396

(three)
C7H12N2O | ωB97M-V with the def2-TZVPD basis set

Element x y z (Å)
C -0.524 0.979 1.985
C -0.549 -0.379 1.336
O -0.562 -1.408 1.967
C -0.632 -0.405 -0.234
C -1.547 0.675 -0.806
N -1.121 -1.695 -0.668
C 0.843 -0.176 -0.563
C 1.251 0.727 -1.693
C 1.740 -0.741 0.213
N 2.570 -1.485 0.703
H 0.148 1.652 1.459
H -0.217 0.877 3.024
H -1.528 1.398 1.962
H -2.550 0.519 -0.416
H -1.583 0.589 -1.889
H -1.218 1.678 -0.549
H -1.005 -2.397 0.056
H -0.634 -2.023 -1.494
H 0.922 1.752 -1.530
H 0.810 0.376 -2.626
H 2.334 0.720 -1.798
H 3.052 -1.234 1.558

structure (SMILES)	CC(=O)[C@](C)(N)C(C)=C=N
orbital gap	9.1054	eV
molecular weight	140.2	g/mol
LUMO energy	0.703	eV
E_HOMO	-0.3088	hartree

These are the natural (NBO) partial charges, in e, on atoms 1 to 6: atom 1 (C): -0.729, atom 2 (C): 0.624, atom 3 (O): -0.555, atom 4 (C): 0.002, atom 5 (C): -0.608, atom 6 (N): -0.842

Winner for stability: (three)